# 1
{
  "formula": "C4H7NO",
  "method": "ωB97M-V/def2-TZVPD",
  "e_lumo_ev": 0.85,
  "smiles": "C[C@H]1N[C@H]1C=O",
  "homo_energy_ev": -9.8,
  "spin_multiplicity": 1,
  "homo_lumo_gap_ev": 10.651,
  "de_lowest_kcal_mol": 52.55,
  "elements": ["C", "C", "N", "C", "C", "O", "H", "H", "H", "H", "H", "H", "H"],
  "positions_angstrom": [[-1.153, -0.422, 1.243], [-0.401, -0.718, -0.025], [-0.507, 0.110, -1.198], [0.785, 0.050, -0.531], [1.288, 1.417, -0.168], [0.703, 2.431, -0.461], [-1.158, 0.649, 1.463], [-0.661, -0.956, 2.066], [-2.187, -0.780, 1.177], [-0.310, -1.786, -0.234], [-0.550, -0.403, -2.070], [1.601, -0.607, -0.847], [2.302, 1.472, 0.283]]
}

***

# 2
{
  "formula": "C3H12NO2",
  "method": "ωB97M-V/def2-TZVPD",
  "e_lumo_ev": -3.00,
  "homo_energy_ev": -13.9,
  "spin_multiplicity": 1,
  "charge": 1,
  "homo_lumo_gap_ev": 10.869,
  "de_lowest_kcal_mol": 22.96,
  "elements": ["C", "C", "C", "N", "H", "H", "H", "H", "H", "H", "H", "H", "H", "H", "O", "H", "H", "O"],
  "positions_angstrom": [[2.572, -1.587, 0.724], [1.434, -0.703, 1.057], [1.513, 0.619, 0.853], [0.335, 1.507, 0.694], [2.855, -2.159, 1.632], [3.476, -1.073, 0.358], [2.325, -2.436, 0.035], [0.522, -1.202, 1.390], [2.422, 1.188, 0.638], [0.692, 2.410, 0.382], [-0.215, 1.557, 1.559], [-0.412, 1.232, -0.023], [-2.453, 0.375, -1.162], [-2.507, 1.804, -0.648], [-1.958, 1.014, -0.590], [-2.868, -0.826, -2.773], [-4.298, -1.059, -2.112], [-3.436, -0.660, -2.013]]
}

***

# 3
{
  "formula": "C37H40BN8PTi",
  "method": "ωB97M-V/def2-TZVPD",
  "e_lumo_ev": [-2.72, -4.08],
  "homo_energy_ev": [-9.5, -11.1],
  "s_squared": 3.806,
  "spin_multiplicity": 4,
  "charge": 1,
  "homo_lumo_gap_ev": [6.788, 6.986],
  "de_lowest_kcal_mol": 13.26,
  "elements": ["Ti", "C", "C", "C", "C", "N", "N", "B", "N", "C", "C", "C", "C", "N", "N", "C", "C", "C", "C", "N", "N", "C", "C", "C", "C", "N", "H", "H", "H", "H", "H", "H", "H", "H", "H", "H", "H", "H", "H", "H", "H", "H", "H", "H", "H", "H", "C", "C", "C", "C", "C", "C", "C", "P", "C", "C", "C", "C", "C", "C", "C", "C", "C", "C", "C", "C", "C", "C", "H", "H", "H", "H", "H", "H", "H", "H", "H", "H", "H", "H", "H", "H", "H", "H", "H", "H", "H", "H"],
  "positions_angstrom": [[1.053, -0.865, -1.312], [3.775, 1.660, 0.309], [2.397, 1.656, -0.367], [0.678, 2.828, -1.621], [0.278, 1.740, -2.540], [-0.206, 0.864, -1.524], [2.293, 0.486, -1.172], [-1.513, 0.085, -1.902], [-1.743, -1.080, -0.906], [-2.898, -1.551, -0.407], [-2.675, -2.832, 0.056], [-1.328, -3.099, -0.228], [-0.561, -4.369, -0.054], [-0.777, -2.025, -0.788], [-1.088, -0.591, -3.251], [-1.717, -0.961, -4.375], [-0.836, -1.664, -5.171], [0.358, -1.710, -4.439], [1.655, -2.368, -4.778], [0.189, -1.069, -3.286], [-2.730, 0.965, -1.952], [-3.519, 1.441, -2.947], [-4.442, 2.283, -2.386], [-4.136, 2.289, -1.008], [-4.813, 3.041, 0.091], [-3.099, 1.506, -0.758], [3.870, 2.509, 0.981], [4.540, 1.745, -0.463], [3.955, 0.747, 0.871], [0.231, 3.804, -1.815], [0.031, 1.667, -3.588], [-3.785, -0.940, -0.417], [-3.388, -3.499, 0.510], [-1.174, -5.118, 0.444], [0.343, -4.222, 0.537], [-0.268, -4.769, -1.025], [-2.753, -0.720, -4.546], [-1.023, -2.082, -6.145], [1.851, -2.299, -5.846], [1.633, -3.426, -4.513], [2.483, -1.897, -4.250], [-3.375, 1.175, -3.980], [-5.227, 2.821, -2.893], [-5.717, 3.526, -0.273], [-4.157, 3.813, 0.497], [-5.089, 2.369, 0.904], [-0.118, -2.689, 2.828], [-0.944, -1.425, 2.809], [-2.124, -1.457, 3.553], [-3.002, -0.392, 3.596], [-2.705, 0.761, 2.883], [-1.533, 0.823, 2.158], [-0.635, -0.251, 2.106], [0.853, -0.082, 1.065], [1.113, 1.681, 0.567], [0.016, 1.977, -0.506], [2.151, 2.951, -1.198], [2.220, 4.136, -0.274], [1.732, 4.029, 1.005], [1.226, 2.837, 1.534], [1.061, 2.687, 3.012], [2.274, -0.808, 1.898], [2.613, -0.583, 3.231], [3.721, -1.210, 3.773], [4.479, -2.066, 2.982], [4.123, -2.313, 1.666], [3.004, -1.699, 1.101], [2.578, -1.996, -0.307], [0.263, -2.867, 3.837], [0.732, -2.680, 2.154], [-0.753, -3.538, 2.572], [-2.355, -2.362, 4.106], [-3.910, -0.461, 4.181], [-3.372, 1.613, 2.898], [-1.311, 1.741, 1.639], [-0.932, 2.339, -0.132], [2.842, 3.031, -2.035], [2.600, 5.079, -0.647], [1.793, 4.890, 1.664], [0.969, 3.664, 3.487], [1.951, 2.210, 3.439], [0.199, 2.083, 3.298], [2.002, 0.070, 3.843], [3.995, -1.036, 4.806], [5.350, -2.555, 3.402], [4.711, -2.999, 1.068], [2.104, -2.992, -0.368], [3.444, -2.007, -0.975]]
}

***

# 4
{
  "formula": "C2H14NO3",
  "method": "ωB97M-V/def2-TZVPD",
  "e_lumo_ev": -2.91,
  "homo_energy_ev": -14.9,
  "spin_multiplicity": 1,
  "charge": 1,
  "homo_lumo_gap_ev": 11.975,
  "de_lowest_kcal_mol": 19.91,
  "elements": ["C", "N", "C", "H", "H", "H", "H", "H", "H", "H", "H", "H", "H", "O", "H", "H", "O", "H", "H", "O"],
  "positions_angstrom": [[0.290, -1.239, -0.755], [-0.397, -0.033, -1.296], [-1.909, -0.018, -1.173], [-0.449, -1.962, -0.456], [1.079, -1.576, -1.420], [0.825, -0.905, 0.136], [-0.122, 0.191, -2.242], [-0.118, 0.824, -0.802], [-2.268, -0.901, -1.676], [-2.230, 0.900, -1.643], [-2.148, 0.030, -0.117], [-0.026, 3.244, -0.317], [1.066, 3.478, -1.309], [0.530, 2.762, -0.944], [-0.097, -0.041, 2.146], [0.355, 1.407, 2.006], [-0.382, 0.818, 1.816], [2.051, -3.068, 2.452], [1.912, -1.803, 3.249], [2.036, -2.109, 2.345]]
}

***

# 5
{
  "formula": "C32H47N2OS",
  "method": "ωB97M-V/def2-TZVPD",
  "e_lumo_ev": -4.21,
  "homo_energy_ev": -11.3,
  "spin_multiplicity": 1,
  "charge": 1,
  "homo_lumo_gap_ev": 7.049,
  "elements": ["C", "C", "C", "C", "S", "C", "C", "C", "C", "H", "H", "H", "H", "H", "H", "H", "H", "H", "H", "H", "H", "H", "H", "H", "H", "H", "H", "C", "N", "C", "O", "C", "C", "C", "C", "C", "C", "C", "C", "N", "C", "C", "C", "C", "C", "C", "C", "C", "C", "C", "C", "C", "C", "C", "H", "H", "H", "H", "H", "H", "H", "H", "H", "H", "H", "H", "H", "H", "H", "H", "H", "H", "H", "H", "H", "H", "H", "H", "H", "H", "H", "H", "H"],
  "positions_angstrom": [[5.473, -4.871, 1.915], [3.974, -4.620, 2.090], [3.685, -3.215, 2.619], [2.199, -2.909, 2.834], [1.221, -2.503, 1.319], [-0.425, -2.626, 2.080], [-1.223, -3.916, 1.862], [-2.626, -3.774, 2.458], [-3.533, -4.979, 2.233], [5.638, -5.882, 1.533], [5.914, -4.164, 1.203], [6.006, -4.780, 2.869], [3.451, -4.757, 1.133], [3.556, -5.351, 2.797], [4.166, -3.104, 3.603], [4.129, -2.457, 1.960], [1.699, -3.762, 3.317], [2.094, -2.020, 3.472], [-0.309, -2.444, 3.160], [-0.966, -1.774, 1.641], [-1.285, -4.133, 0.787], [-0.699, -4.756, 2.341], [-2.527, -3.590, 3.537], [-3.100, -2.880, 2.032], [-4.512, -4.788, 2.681], [-3.685, -5.173, 1.167], [-3.124, -5.882, 2.697], [-2.486, 4.307, -3.064], [-2.368, 3.373, -1.970], [-3.507, 2.914, -1.355], [-4.646, 3.320, -1.573], [-3.097, 1.806, -0.415], [-3.679, 0.468, -0.871], [-3.313, 0.154, -2.305], [-4.088, 0.670, -3.351], [-3.734, 0.432, -4.679], [-2.605, -0.340, -4.973], [-1.850, -0.890, -3.932], [-2.220, -0.666, -2.602], [-1.631, 1.859, -0.472], [-0.901, 0.900, 0.148], [0.421, 0.565, -0.129], [1.288, 0.062, 0.861], [2.729, 0.257, 0.787], [3.504, 0.265, 1.972], [4.882, 0.452, 1.929], [5.529, 0.648, 0.701], [4.773, 0.692, -0.476], [3.389, 0.498, -0.442], [-1.122, 2.931, -1.357], [-0.308, 4.119, -0.690], [-1.211, 4.852, 0.304], [0.185, 5.061, -1.788], [0.931, 3.612, 0.036], [-3.417, 4.093, -3.600], [-2.541, 5.346, -2.705], [-1.641, 4.193, -3.750], [-3.438, 2.069, 0.599], [-3.347, -0.327, -0.194], [-4.771, 0.565, -0.788], [-4.966, 1.277, -3.114], [-4.342, 0.859, -5.479], [-2.321, -0.518, -6.012], [-0.970, -1.499, -4.146], [-1.651, -1.115, -1.784], [-1.447, 0.360, 0.928], [0.798, 0.739, -1.148], [0.852, -0.063, 1.862], [2.994, 0.145, 2.932], [5.455, 0.436, 2.858], [6.610, 0.787, 0.669], [5.265, 0.866, -1.434], [2.812, 0.522, -1.369], [-0.472, 2.478, -2.130], [-1.549, 4.176, 1.100], [-0.642, 5.667, 0.773], [-2.084, 5.294, -0.191], [0.667, 4.495, -2.597], [-0.614, 5.682, -2.206], [0.936, 5.750, -1.374], [1.576, 3.030, -0.637], [1.516, 4.476, 0.391], [0.676, 3.011, 0.915]]
}

***

Number 1: F_max 0.631 eV Å⁻¹. Number 2: F_max 2.063 eV Å⁻¹. Number 3: F_max 1.129 eV Å⁻¹. Number 4: F_max 1.448 eV Å⁻¹. Number 5: F_max 2.092 eV Å⁻¹.